The following is a quantum chemistry calculation of a 4-piece molecular cluster, C16H42O9P overall, from OMol25.

The HOMO energy comes out at -0.153 Ha. For the orbital gap, the calculation gives 6.475 eV. For the LUMO energy, the calculation gives 2.3138 eV. The value obtained for the molar mass is 409.48 g mol⁻¹. The total energy is -44984.97275 eV. Its net charge is -1.

Last column: Mulliken charge in e.
Atoms and positions in Å:
P (-2.81921, -2.89099, -1.88323)  0.31
O (1.86382, 2.85600, 0.90103)  -0.19
O (-6.92611, -7.31643, 1.97656)  -0.36
O (-1.34566, -1.85206, -2.26117)  -0.34
O (-0.46614, 0.24614, -1.76314)  -0.34
O (-3.46946, -1.50993, -0.95575)  -0.44
O (-0.55047, 4.41301, 0.32039)  -0.42
O (-5.14344, -6.01686, 0.01309)  -0.37
O (5.33300, 4.96161, 0.21434)  -0.39
O (8.07530, 4.34340, 1.12456)  -0.37
C (7.34420, 5.50669, 1.46619)  -0.61
C (0.59871, 2.28284, 0.56729)  -0.19
C (-5.19572, -5.69380, 1.38511)  -0.47
C (1.66896, -0.98532, -1.52162)  -0.97
C (-6.24347, -5.53224, -0.73305)  -0.85
C (-7.00010, -8.39754, 1.07156)  -0.68
C (5.08159, 3.57595, 0.01408)  -0.35
C (-2.73384, -0.34627, -1.18825)  -0.41
C (1.89467, 3.44115, 2.18384)  -0.76
C (5.84886, 5.26700, 1.49252)  -0.39
C (-0.20854, 3.19004, -0.32872)  -0.29
C (0.27733, 5.49387, -0.04517)  -0.58
C (-5.59865, -6.88149, 2.23212)  -0.53
C (-1.30424, -0.83008, -1.35010)  0.09
C (8.45431, 4.28637, -0.23610)  -0.70
C (0.73954, -0.14786, -2.39972)  -0.43
H (4.21392, 3.25032, 0.59091)  0.00
H (5.95262, 2.97201, 0.28170)  0.38
H (-1.13008, 2.67617, -0.60578)  0.21
H (-2.24226, -3.95706, -2.66981)  -0.01
H (1.33887, 5.24496, 0.04413)  0.16
H (0.77419, 1.34556, 0.03939)  0.01
H (-3.46844, -2.34471, -3.05542)  -0.07
H (-4.89445, -7.70384, 2.05920)  0.32
H (-0.96369, -1.20107, -0.36355)  0.10
H (0.50922, -0.68063, -3.32329)  0.48
H (0.03727, 2.05965, 1.48035)  0.32
H (9.23737, 5.02124, -0.45728)  0.32
H (-2.83777, 0.36169, -0.35769)  0.17
H (1.03304, 4.09289, 2.35155)  0.39
H (-3.96858, -3.68519, -1.55099)  -0.43
H (-4.19550, -5.36977, 1.68959)  0.38
H (-7.19186, -5.83018, -0.27351)  0.40
H (-3.03710, 0.14998, -2.12198)  0.27
H (1.91526, 2.67598, 2.96940)  0.27
H (4.86165, 3.44153, -1.04333)  0.24
H (7.60482, 4.46409, -0.89966)  0.31
H (7.67138, 5.82082, 2.46212)  0.38
H (5.35845, 6.18135, 1.84360)  0.37
H (5.61758, 4.46560, 2.20379)  0.31
H (0.08084, 5.81403, -1.07590)  0.33
H (7.56880, 6.31770, 0.76348)  0.33
H (2.80588, 4.03762, 2.25324)  0.11
H (1.22879, 0.79313, -2.66518)  0.33
H (-6.16891, -5.96352, -1.72980)  0.24
H (2.29048, -0.36083, -0.87664)  0.24
H (8.84801, 3.28785, -0.41820)  0.24
H (1.09308, -1.66726, -0.90185)  0.27
H (2.32701, -1.59386, -2.14141)  0.35
H (-8.05026, -8.53303, 0.81538)  0.23
H (-6.62689, -9.32209, 1.52957)  0.31
H (-5.54376, -6.60408, 3.28900)  0.37
H (-5.88203, -4.85827, 1.56047)  0.34
H (0.04695, 6.32164, 0.62574)  0.25
H (-2.10737, -3.33464, -0.70543)  -0.15
H (-6.43009, -8.20086, 0.16058)  0.29
H (-6.20110, -4.44310, -0.82477)  0.33
H (0.34941, 3.39496, -1.24841)  0.31



The following is a quantum chemistry calculation of a 2-piece molecular cluster, C2H8O2 overall in a non-equilibrium geometry, from OMol25.

The HOMO energy comes out at -0.362 Ha. For the orbital gap, the calculation gives 10.637 eV. For the LUMO energy, the calculation gives 0.7887 eV. The value obtained for the molar mass is 64.08 g mol⁻¹. The total energy is -6297.74714 eV.

Last column: Mulliken charge in e.
Atoms and positions in Å:
O (-0.76578, 4.67255, -2.41718)  -0.65
O (-0.82078, -1.02970, 0.51731)  -0.32
C (-1.65229, -1.58285, -0.49495)  -0.63
C (0.00000, 0.00000, 0.00000)  -0.56
H (-1.69009, 4.63441, -2.08186)  0.32
H (-0.27657, 5.18954, -1.73774)  0.33
H (0.92074, -0.36910, -0.48228)  0.25
H (-1.04662, -1.95125, -1.33996)  0.29
H (-2.39545, -0.86517, -0.88127)  0.28
H (-2.18771, -2.43691, -0.04715)  0.23
H (0.28095, 0.69535, 0.80881)  0.22
H (-0.59229, 0.55229, -0.74885)  0.25